A structure of composition C29H29AlFN7O3S in a non-equilibrium geometry. Source: the Open Molecules 2025 dataset; level of theory: ωB97M-V/def2-TZVPD.

XYZ file:
```
71
Properties=species:S:1:pos:R:3:forces:R:3
Al -3.288 1.225 -1.701 0.2 0.1 -0.3
N -4.756 4.912 -3.106 0.0 0.0 0.0
C -4.066 3.906 -2.582 -0.1 0.0 -0.1
S -4.231 2.350 -3.387 0.0 0.0 0.0
N -3.295 4.201 -1.538 0.0 0.0 0.0
N -2.653 3.123 -1.094 0.0 0.0 0.1
C -1.698 3.182 -0.218 0.1 0.0 -0.1
C -1.211 4.399 0.452 0.0 0.0 0.0
C -2.108 5.232 1.118 0.0 0.0 0.0
C -1.647 6.370 1.761 0.0 0.0 0.0
C -0.297 6.690 1.730 0.0 0.0 0.0
C 0.598 5.871 1.057 0.0 0.0 0.0
C 0.144 4.725 0.424 0.0 0.0 0.0
C -1.097 1.822 0.016 -0.1 0.1 0.1
C 0.018 1.517 0.891 0.1 -0.1 0.0
C 0.695 0.354 0.855 -0.5 -0.4 0.6
C -1.485 -2.023 1.087 -1.3 -0.9 0.4
C -2.405 -1.330 0.151 0.3 0.3 -0.1
N -1.719 0.938 -0.651 -0.2 -0.1 0.2
H -5.373 4.770 -3.886 0.0 0.0 0.0
H -4.676 5.826 -2.689 0.0 0.0 0.0
H -3.162 4.987 1.129 0.0 0.0 0.0
H -2.345 7.012 2.281 0.0 0.0 0.0
H 0.057 7.584 2.226 0.0 0.0 0.0
H 1.648 6.131 1.016 0.0 0.0 0.0
H 0.841 4.100 -0.124 0.0 0.0 0.0
H 0.347 2.291 1.571 0.0 0.0 0.0
H 1.508 0.271 1.571 0.0 0.0 0.0
H -1.061 -3.002 0.904 0.8 0.4 -0.1
H -2.958 -2.107 -0.391 -0.1 0.1 0.0
C -1.547 -3.700 3.716 0.0 0.0 0.0
C -1.142 -2.248 3.527 0.0 0.0 0.0
N -1.738 -1.668 2.307 0.0 0.1 -0.1
C -2.797 -0.712 2.337 0.1 0.0 -0.1
C -3.250 -0.520 1.097 0.0 0.2 0.0
C -4.361 0.471 0.800 0.1 -0.2 0.0
O -5.054 0.818 1.720 0.0 0.0 0.0
O -4.470 0.852 -0.438 -0.1 0.0 0.0
C -1.706 -0.462 -1.004 0.5 0.2 0.1
O -2.476 -0.434 -2.132 -0.2 0.0 0.2
C -0.256 -0.898 -1.172 -0.5 -0.5 0.4
C 0.128 -1.518 -2.333 0.0 -0.3 0.1
C 1.375 -2.121 -2.395 -0.1 0.0 0.0
F 1.748 -2.679 -3.551 0.0 0.0 0.0
C 2.228 -2.196 -1.299 0.0 0.0 0.0
C 1.829 -1.510 -0.149 0.0 -0.2 -0.1
C 0.621 -0.804 -0.062 1.1 1.1 -1.0
N 3.485 -2.853 -1.340 0.0 -0.1 0.3
C 4.701 -2.058 -1.277 0.0 0.0 -0.1
C 5.686 -2.763 -0.342 0.0 0.0 0.0
N 5.445 -4.255 -0.434 0.0 0.0 0.0
C 5.032 -4.663 -1.818 0.0 0.0 0.0
C 3.652 -4.071 -2.125 0.0 0.0 -0.1
H -1.124 -4.069 4.648 0.0 0.0 0.0
H -1.180 -4.332 2.907 0.0 0.0 0.0
H -2.630 -3.798 3.772 0.0 0.0 0.0
H -0.062 -2.126 3.453 0.0 0.0 0.0
H -1.483 -1.637 4.359 0.0 0.0 0.0
H -3.110 -0.270 3.269 0.0 0.0 0.0
H -0.555 -1.565 -3.172 0.0 0.0 0.0
H 2.513 -1.493 0.693 0.1 0.1 0.0
H 4.487 -1.064 -0.892 0.0 0.0 0.0
H 5.145 -1.925 -2.271 0.0 0.0 0.0
H 5.535 -2.486 0.699 0.0 0.0 0.0
H 6.724 -2.579 -0.613 0.0 0.0 0.0
H 4.702 -4.509 0.218 0.0 0.0 0.0
H 6.284 -4.762 -0.149 0.0 0.0 0.0
H 5.030 -5.749 -1.880 0.0 0.0 0.0
H 5.803 -4.282 -2.486 0.0 0.0 0.0
H 2.861 -4.772 -1.855 0.0 0.0 0.0
H 3.603 -3.915 -3.205 0.0 0.0 0.0
```
Forces are in eV/Å.

- total energy (Ha) = -2471.59120
- gap between HOMO and LUMO (eV) = 6.2372
- energy above the lowest of the compared OMol25 structures with the same formula, charge and spin (eV) = 4.392
- charge = +2
- highest occupied orbital energy (eV) = -12.4
- spin multiplicity = 1

A structure of composition C29H29BF6O2S in a non-equilibrium geometry. Source: the Open Molecules 2025 dataset; level of theory: ωB97M-V/def2-TZVPD.

XYZ file:
```
68
Properties=species:S:1:pos:R:3:forces:R:3
C -4.080 3.771 -1.055 -0.1 -0.1 0.2
C -3.104 2.655 -1.115 0.9 -0.6 -1.4
C -2.692 2.004 -2.273 -0.3 0.0 1.6
C -1.705 1.003 -2.002 1.4 0.6 0.7
C -1.220 1.004 -0.688 -0.5 3.1 -1.7
B -0.227 -0.493 0.258 -3.9 -0.9 -0.7
C 0.584 0.931 -0.278 -1.1 2.1 -2.0
C 1.090 1.933 0.600 -0.5 -0.4 0.5
C 2.183 2.732 0.291 0.0 -0.2 -0.1
C 2.731 3.711 1.291 0.5 0.9 1.2
F 2.884 4.978 0.773 -0.2 -1.3 0.4
F 1.943 3.827 2.403 0.7 -0.1 -1.1
F 3.980 3.341 1.740 -1.2 0.3 -0.5
C 2.847 2.622 -0.931 -0.6 -0.6 0.0
C 2.402 1.629 -1.803 0.2 0.0 0.1
C 3.146 1.359 -3.087 0.4 -0.4 -1.1
F 3.424 0.015 -3.225 -0.3 1.4 0.1
F 2.414 1.718 -4.198 0.8 -0.4 1.1
F 4.344 2.015 -3.165 -1.2 -0.5 0.1
C 1.302 0.834 -1.496 -0.1 -0.5 -0.2
O -1.169 -0.103 1.346 0.9 0.5 -0.5
C -2.444 -0.658 1.524 0.2 -0.4 0.1
C -3.004 -1.559 0.361 0.8 0.4 0.3
C -3.477 -2.855 0.972 0.2 -0.6 0.0
C -4.136 -0.800 -0.264 -0.6 0.3 -0.5
C -2.026 -1.906 -0.797 0.4 0.2 -0.1
O -0.852 -1.156 -0.889 0.5 0.1 0.2
S -2.221 2.121 0.262 1.0 -0.1 -0.5
H -4.375 3.965 -2.088 -0.2 0.2 0.2
H -4.960 3.509 -0.457 0.1 0.2 -0.1
H -3.593 4.653 -0.627 -0.3 0.0 -0.1
H -3.078 2.260 -3.267 0.1 -0.3 0.5
H -1.244 0.393 -2.769 -0.1 0.1 0.0
H 0.626 2.051 1.576 -0.1 0.1 -0.2
H 3.674 3.269 -1.192 0.0 -0.1 0.1
H 0.993 0.077 -2.223 0.0 0.3 0.2
H -2.427 -1.231 2.473 0.0 0.1 -0.4
H -3.100 0.210 1.684 -0.2 -0.4 -0.1
H -3.911 -3.494 0.201 -0.1 -0.1 0.0
H -2.634 -3.394 1.432 -0.4 0.2 -0.2
H -4.222 -2.673 1.736 -0.3 0.0 0.2
H -4.580 -1.403 -1.067 -0.1 0.2 0.1
H -4.893 -0.564 0.480 -0.2 0.1 0.0
H -3.761 0.136 -0.698 -0.3 -0.3 0.0
H -1.768 -2.982 -0.787 -0.1 0.3 0.1
H -2.478 -1.694 -1.771 -0.7 -0.3 0.1
C 0.813 -2.959 0.000 1.0 0.0 0.0
C 0.037 -3.947 0.878 -0.1 0.0 -0.1
C -0.352 -3.145 2.078 0.8 1.0 0.1
C 0.103 -1.879 2.016 0.2 -2.2 1.7
C 0.767 -1.557 0.749 4.0 -1.8 0.4
C 2.190 -1.046 0.886 -0.8 -0.7 0.2
C 2.531 -0.343 2.030 0.4 0.4 0.1
C 3.786 0.243 2.118 0.0 -0.1 0.0
C 4.683 0.129 1.060 0.4 0.2 0.2
C 4.356 -0.614 -0.068 -0.2 -0.1 0.1
C 3.109 -1.216 -0.153 -0.1 0.2 -0.1
H 1.861 -3.329 0.009 -0.6 0.5 0.0
H 0.519 -2.946 -1.056 -0.1 0.1 0.4
H -0.806 -4.393 0.370 -0.4 -0.2 -0.2
H 0.695 -4.781 1.133 -0.1 -0.1 0.2
H -0.849 -3.548 2.941 -0.2 -0.2 0.2
H 0.013 -1.150 2.808 -0.1 -0.3 0.0
H 1.794 -0.202 2.827 0.4 -0.1 -0.2
H 4.037 0.795 3.013 0.2 0.1 -0.1
H 5.653 0.621 1.120 -0.2 -0.1 0.0
H 5.050 -0.719 -0.890 0.1 0.1 0.0
H 2.824 -1.774 -1.058 0.2 0.3 0.5
```
Forces are in eV/Å.

- total energy (Ha) = -2295.07340
- gap between HOMO and LUMO (eV) = 6.1187
- energy above the lowest of the compared OMol25 structures with the same formula, charge and spin (eV) = 3.321
- highest occupied orbital energy (eV) = -7.8
- spin multiplicity = 1

A structure of composition C29H29BMgN10O8S. Source: the Open Molecules 2025 dataset; level of theory: ωB97M-V/def2-TZVPD.

XYZ file:
```
79
Properties=species:S:1:pos:R:3:forces:R:3
Mg -0.189 -0.286 1.300 -0.2 -0.5 0.3
C 2.897 -2.393 2.486 0.0 0.0 0.0
C 2.968 -1.141 1.676 -0.1 -0.1 0.0
C 4.021 -0.670 0.882 0.0 0.0 0.0
C 3.567 0.528 0.380 0.0 0.1 -0.2
N 2.331 0.752 0.856 0.1 0.1 0.1
N 1.956 -0.282 1.651 -0.2 0.1 -0.2
B 1.494 2.066 0.708 0.0 0.0 0.0
N 0.348 1.952 -0.346 -0.1 0.2 0.1
C 0.154 2.567 -1.525 0.0 0.0 -0.1
C -1.148 2.363 -1.925 0.1 0.0 0.0
C -1.713 1.582 -0.910 -0.1 -0.1 0.0
C -3.122 1.110 -0.770 -0.1 0.1 0.0
N -0.815 1.332 0.030 0.4 -0.1 0.1
N 0.818 2.372 2.073 -0.1 0.0 0.1
C 0.686 3.569 2.675 0.0 0.1 0.0
C -0.202 3.436 3.717 0.1 0.0 -0.1
C -0.605 2.088 3.674 0.0 0.0 0.0
C -1.570 1.376 4.560 0.0 0.0 0.1
N 0.010 1.464 2.682 0.2 -0.1 -0.3
N 2.504 3.179 0.430 0.1 0.2 0.0
C 3.505 3.502 1.282 0.0 -0.1 0.0
C 4.254 4.496 0.704 0.0 0.0 0.0
C 3.627 4.729 -0.536 0.0 0.0 0.0
C 4.006 5.704 -1.603 0.0 0.0 0.0
N 2.580 3.936 -0.687 0.0 0.0 -0.1
H 3.021 -3.274 1.857 0.0 0.0 0.0
H 1.936 -2.463 2.994 0.0 0.0 0.0
H 3.682 -2.408 3.243 0.0 0.0 0.0
H 4.969 -1.142 0.693 0.0 0.0 0.0
H 4.039 1.238 -0.278 0.0 0.0 0.0
H 0.950 3.128 -1.976 0.0 0.0 0.0
H -1.624 2.726 -2.820 0.0 0.0 0.0
H -3.493 0.672 -1.698 0.0 0.0 0.0
H -3.772 1.951 -0.523 0.0 0.0 0.0
H -3.209 0.382 0.037 0.0 0.0 0.0
H 1.231 4.426 2.318 0.0 0.0 0.0
H -0.515 4.192 4.416 0.0 0.0 0.0
H -1.286 1.490 5.608 0.0 0.0 0.0
H -1.613 0.319 4.308 0.0 0.0 0.0
H -2.575 1.787 4.445 0.0 0.0 0.0
H 3.610 2.990 2.225 0.0 0.0 0.0
H 5.125 4.984 1.109 0.0 0.0 0.0
H 4.881 6.280 -1.306 0.0 0.0 0.0
H 3.191 6.402 -1.801 0.0 0.0 0.0
H 4.238 5.191 -2.537 0.0 0.0 0.0
O 0.722 -6.471 1.292 0.0 0.0 0.0
C 0.424 -5.148 1.229 0.0 0.0 0.0
C -0.411 -4.536 2.164 0.0 0.1 -0.1
C -0.646 -3.182 2.011 -0.1 -0.2 0.1
N -0.098 -2.487 1.031 0.0 0.2 0.1
C 0.666 -3.065 0.116 0.0 -0.1 -0.1
C 0.965 -4.412 0.176 0.0 0.1 0.0
C 1.050 -2.106 -1.022 0.4 -0.1 -0.1
O 1.804 -2.522 -1.898 -0.2 0.0 0.2
O 0.486 -0.971 -0.910 -0.2 0.0 0.1
C -1.598 -2.338 2.862 -0.1 -0.1 0.2
O -2.176 -2.864 3.806 0.1 0.1 -0.2
O -1.696 -1.134 2.441 0.0 0.2 0.1
H 0.279 -6.859 2.053 0.0 0.0 0.0
H -0.881 -5.076 2.976 0.0 0.0 0.0
H 1.583 -4.870 -0.583 0.0 0.0 0.0
N -2.436 -2.055 -0.773 -0.3 0.1 0.0
C -2.790 -1.974 -2.049 0.0 -0.1 0.1
C -4.063 -2.458 -2.469 -0.1 0.0 -0.1
C -4.435 -2.323 -3.772 -0.1 0.0 0.1
C -3.569 -1.710 -4.701 0.0 0.0 0.1
C -2.296 -1.268 -4.293 0.2 0.1 0.0
C -1.895 -1.390 -2.996 0.1 0.0 -0.1
S -4.121 -1.436 -6.379 0.1 -0.1 -0.1
O -2.932 -1.676 -7.171 -0.1 0.0 0.0
O -5.200 -2.388 -6.554 0.0 0.0 0.0
O -4.536 -0.045 -6.296 0.0 0.0 0.0
H -3.090 -2.343 -0.060 0.0 -0.1 -0.1
H -1.580 -1.622 -0.448 0.4 -0.1 -0.2
H -4.713 -2.915 -1.733 0.0 0.0 0.0
H -5.390 -2.671 -4.142 0.0 0.0 0.1
H -1.649 -0.833 -5.043 0.0 0.0 0.0
H -0.926 -1.052 -2.641 0.0 0.0 0.0
```
Forces are in eV/Å.

- total energy (Ha) = -2895.52408
- gap between HOMO and LUMO (spin up / spin down) (eV) = 8.7898 / 5.8954
- energy above the lowest of the compared OMol25 structures with the same formula, charge and spin (eV) = 0.416
- ⟨S²⟩ = 0.775
- charge = -1
- highest occupied orbital energy (spin up / spin down) (eV) = -6.8 / -6.7
- spin multiplicity = 2